Record 1
{
  "formula": "C43H38F6MnN4S3",
  "method": "ωB97M-V/def2-TZVPD",
  "elements": ["Mn", "C", "C", "C", "C", "C", "C", "C", "C", "C", "C", "C", "C", "N", "C", "C", "C", "C", "C", "C", "F", "H", "H", "H", "H", "H", "H", "H", "H", "H", "H", "H", "H", "H", "H", "H", "H", "H", "H", "H", "H", "H", "F", "C", "C", "F", "C", "F", "C", "S", "C", "F", "C", "F", "N", "C", "N", "C", "C", "C", "C", "C", "C", "S", "H", "H", "H", "H", "H", "H", "N", "S", "C", "C", "C", "C", "C", "C", "C", "C", "C", "C", "C", "C", "H", "H", "H", "H", "H", "H", "H", "H", "H", "H", "H"],
  "positions_angstrom": [[-0.40366, 0.37841, -1.24605], [1.46604, -3.07509, 1.25705], [1.73724, -1.63729, 0.81305], [2.20504, -0.80409, 2.00985], [2.75424, -1.55299, -0.30165], [3.75014, -2.50759, -0.42545], [4.70394, -2.42009, -1.42355], [4.64714, -1.38359, -2.33575], [3.65564, -0.41719, -2.26495], [3.57074, 0.66841, -3.31685], [4.72924, 1.66341, -3.20195], [3.54634, 0.09751, -4.73745], [2.71684, -0.47709, -1.20975], [1.75014, 0.52961, -1.09575], [2.21014, 1.76351, -0.78105], [3.47304, 2.03121, -0.21065], [3.88184, 3.32021, 0.05185], [3.06314, 4.40601, -0.22085], [1.79804, 4.18521, -0.75105], [1.40994, 2.89721, -1.01455], [0.16074, 2.63361, -1.57325], [0.54784, -3.11359, 1.83715], [2.26944, -3.45009, 1.88795], [1.36434, -3.73929, 0.40105], [0.79154, -1.20139, 0.43625], [3.15864, -1.17969, 2.37525], [1.47934, -0.86329, 2.81835], [2.33244, 0.23521, 1.72015], [3.79924, -3.32309, 0.27965], [5.48424, -3.16399, -1.48935], [5.39514, -1.31749, -3.11045], [2.63214, 1.21431, -3.16945], [5.68504, 1.16251, -3.33955], [4.72964, 2.13791, -2.22505], [4.62734, 2.43581, -3.96245], [4.50014, -0.35389, -4.99755], [3.35384, 0.90561, -5.43825], [2.76144, -0.64309, -4.86555], [4.11264, 1.19451, 0.01925], [4.86334, 3.48261, 0.46965], [3.40654, 5.41151, -0.03795], [1.13054, 5.00341, -0.97055], [-6.88846, 0.02091, -0.31525], [-5.75616, 0.06841, -1.03555], [-5.59046, -0.75469, -2.14785], [-6.57676, -1.60069, -2.47935], [-4.42016, -0.71889, -2.88585], [-4.29756, -1.56179, -3.92175], [-3.34536, 0.13411, -2.55585], [-1.88016, 0.20971, -3.43125], [-3.56516, 0.94991, -1.42835], [-2.52646, 1.74061, -1.02085], [-4.71646, 0.91641, -0.67115], [-4.82996, 1.68381, 0.43015], [1.19444, -2.30709, -3.27515], [0.11364, -2.70239, -2.60415], [-0.49666, -1.98569, -1.71075], [-1.59666, -2.63909, -1.21555], [-2.44416, -2.13369, -0.23925], [-3.50846, -2.90069, 0.18805], [-3.73166, -4.16479, -0.35055], [-2.90366, -4.68219, -1.33125], [-1.83596, -3.91569, -1.75475], [-0.60626, -4.28289, -2.93875], [1.64594, -1.44749, -2.98795], [1.68224, -2.95349, -3.86765], [-2.23896, -1.14189, 0.15125], [-4.17466, -2.52159, 0.95215], [-4.57076, -4.74919, -0.00605], [-3.07996, -5.65969, -1.75065], [-0.78036, 0.81921, 0.96555], [-2.10016, 0.81781, 1.84595], [-1.56606, 0.05501, 3.40295], [-0.88246, 0.75121, 4.38445], [-0.31826, 0.05001, 5.43795], [-0.43376, -1.32929, 5.50235], [-1.14156, -2.01369, 4.52675], [-1.71016, -1.32199, 3.47075], [-2.42746, 2.48821, 2.46505], [-3.47386, 2.62761, 3.36065], [-3.81836, 3.89251, 3.80285], [-3.14036, 5.00121, 3.31715], [-2.11716, 4.84891, 2.39475], [-1.75346, 3.58301, 1.96025], [0.03104, 1.16331, 1.47895], [-0.79536, 1.82691, 4.32695], [0.21974, 0.58411, 6.20505], [0.03034, -1.86999, 6.31405], [-1.24196, -3.08579, 4.58695], [-2.25786, -1.83819, 2.69575], [-4.00566, 1.75221, 3.70355], [-4.62726, 4.01071, 4.50895], [-3.41966, 5.98961, 3.65425], [-1.61446, 5.71661, 1.99605], [-0.96176, 3.44671, 1.23655]],
  "multiplicity": 6,
  "orbital_gap_ha": [0.26680, 0.27064],
  "e_lumo_ha": [0.0101, 0.0100],
  "charge": 0
}

---

Record 2
{
  "formula": "C43H38N3O2",
  "method": "ωB97M-V/def2-TZVPD",
  "elements": ["C", "O", "C", "C", "C", "C", "C", "C", "C", "C", "C", "C", "C", "C", "C", "O", "C", "C", "C", "C", "C", "C", "C", "C", "N", "C", "C", "C", "C", "C", "C", "N", "C", "C", "C", "C", "C", "C", "C", "N", "C", "C", "C", "C", "C", "C", "C", "C", "H", "H", "H", "H", "H", "H", "H", "H", "H", "H", "H", "H", "H", "H", "H", "H", "H", "H", "H", "H", "H", "H", "H", "H", "H", "H", "H", "H", "H", "H", "H", "H", "H", "H", "H", "H", "H", "H"],
  "positions_angstrom": [[4.60542, -1.98605, 2.29334], [4.33629, -0.56675, 2.24388], [3.16667, -0.08393, 2.75393], [2.86041, 1.28590, 2.51854], [1.61193, 1.77478, 2.85365], [0.69086, 1.06273, 3.63792], [-0.70968, 1.70052, 3.92856], [-1.83284, 0.63316, 3.70200], [-3.15531, 0.90973, 4.06019], [-4.24294, 0.16141, 3.59384], [-4.06834, -0.91290, 2.69874], [-5.23331, -1.66567, 2.08995], [-2.76196, -1.23234, 2.34292], [-1.68377, -0.43691, 2.75750], [-0.63780, 2.75465, 5.07062], [-0.01006, 3.87295, 4.40232], [1.24730, 4.52364, 4.68399], [0.20633, 2.53468, 6.42165], [0.50569, 3.54835, 7.36633], [1.28336, 3.26650, 8.49920], [1.84700, 1.99783, 8.66869], [1.57423, 1.00122, 7.73888], [0.70381, 1.26306, 6.67254], [-2.00545, 3.40616, 5.52802], [-2.50971, 3.55622, 6.78739], [-2.34582, 2.90790, 8.03413], [-2.60453, 3.69260, 9.16147], [-2.29696, 3.18323, 10.42216], [-1.81461, 1.87554, 10.53880], [-1.68675, 1.05891, 9.40661], [-2.01510, 1.55794, 8.14802], [-3.49201, 4.52972, 6.84154], [-3.59977, 4.99855, 5.63327], [-4.64428, 5.93889, 5.24980], [-5.16260, 6.07696, 3.94676], [-6.18684, 6.98743, 3.68121], [-6.72378, 7.77275, 4.71403], [-6.24587, 7.60684, 6.02909], [-5.22636, 6.69152, 6.29305], [-2.62455, 4.42644, 4.79709], [-2.20551, 5.08167, 3.60880], [-2.10919, 4.36797, 2.43276], [-1.62240, 4.99648, 1.27609], [-1.36228, 6.36949, 1.29026], [-1.54648, 7.10477, 2.46591], [-1.95326, 6.44930, 3.64203], [1.03325, -0.29427, 3.90158], [2.24022, -0.86056, 3.48096], [5.59886, -2.08869, 1.85572], [4.61316, -2.35781, 3.32253], [3.88335, -2.55202, 1.69453], [3.58634, 1.92851, 2.02423], [1.29783, 2.76477, 2.48487], [-0.80865, 2.29476, 2.98928], [-3.33309, 1.79635, 4.67600], [-5.25685, 0.44238, 3.87482], [-5.00573, -2.73298, 1.97049], [-6.11365, -1.57557, 2.73039], [-5.54361, -1.31250, 1.09280], [-2.56126, -2.06654, 1.67318], [-0.72045, -0.63832, 2.28500], [1.45682, 5.04932, 3.74940], [1.11801, 5.27767, 5.46693], [2.07010, 3.83049, 4.90894], [0.14032, 4.57716, 7.23819], [1.45605, 4.04643, 9.25192], [2.48040, 1.79874, 9.53903], [2.01638, 0.01631, 7.84654], [0.37769, 0.44187, 6.03818], [-3.01609, 4.69228, 9.03251], [-2.44611, 3.80743, 11.30284], [-1.54164, 1.46663, 11.51133], [-1.32883, 0.03167, 9.49474], [-1.99329, 0.94886, 7.23721], [-4.75573, 5.46601, 3.14035], [-6.57970, 7.09331, 2.66584], [-7.51358, 8.50327, 4.50542], [-6.67556, 8.19683, 6.84761], [-4.85667, 6.53675, 7.30373], [-2.45702, 3.33586, 2.40661], [-1.45650, 4.40080, 0.37839], [-1.01291, 6.88102, 0.38407], [-1.37597, 8.18088, 2.48730], [-2.10231, 7.00728, 4.56775], [0.33378, -0.96943, 4.40190], [2.44653, -1.91977, 3.67247]],
  "multiplicity": 1,
  "orbital_gap_ha": 0.27476,
  "e_lumo_ha": -0.1075,
  "smiles": "COc1ccc([C@@H](c2ccc(C)cc2)[C@](OC)(c2ccccc2)c2n(-c3ccccc3)nc(-c3ccccc3)[n+]2-c2ccccc2)cc1",
  "charge": 1
}

---

Record 3
{
  "formula": "C43H39Br2GeIN6O4STi",
  "method": "ωB97M-V/def2-TZVPD",
  "elements": ["Ti", "C", "C", "N", "C", "C", "C", "O", "C", "C", "N", "C", "C", "C", "C", "C", "C", "I", "C", "O", "H", "H", "H", "H", "H", "H", "H", "H", "H", "H", "H", "H", "Br", "C", "C", "C", "N", "C", "C", "C", "C", "C", "Br", "C", "C", "N", "H", "H", "H", "H", "H", "H", "O", "S", "O", "N", "C", "C", "C", "C", "C", "C", "C", "C", "N", "C", "C", "C", "C", "C", "C", "C", "H", "H", "H", "H", "H", "H", "H", "H", "H", "H", "H", "C", "Ge", "C", "C", "C", "H", "H", "H", "H", "H", "H", "H", "H", "H", "H"],
  "positions_angstrom": [[0.08144, 1.02035, 0.28752], [0.87214, 4.73537, -2.62183], [1.14054, 3.35813, -3.14706], [1.58919, 3.22922, -4.39111], [1.84070, 2.00282, -4.84498], [1.66027, 0.83951, -4.10819], [1.97240, -0.49687, -4.72159], [0.81038, -1.21706, -5.12692], [1.18146, 0.95621, -2.80511], [0.96928, -0.15341, -1.80027], [1.69739, 0.26554, -0.60316], [3.04985, 0.36198, -0.65212], [3.82608, -0.53247, -1.42641], [5.20047, -0.46016, -1.47451], [5.89082, 0.50784, -0.75700], [5.16571, 1.40140, 0.01404], [3.78471, 1.33793, 0.05112], [2.77147, 2.76398, 1.18573], [0.92865, 2.24789, -2.30437], [0.46542, 2.43976, -1.08383], [0.90499, 5.45066, -3.44225], [1.61913, 5.01249, -1.87380], [-0.09522, 4.77825, -2.11901], [2.21438, 1.93418, -5.86288], [2.56845, -1.10459, -4.02884], [2.56207, -0.35387, -5.62998], [0.16616, -1.16282, -4.41261], [1.30936, -1.13372, -2.15724], [3.32447, -1.34868, -1.92706], [5.74196, -1.19586, -2.05799], [6.97149, 0.55905, -0.78087], [5.67609, 2.16185, 0.58991], [-2.64321, 3.29510, 6.20511], [-1.88024, 2.77184, 4.54463], [-0.53454, 2.35656, 4.50759], [-0.03809, 1.97739, 3.28618], [-0.72056, 2.00613, 2.13213], [-2.03654, 2.38077, 2.19249], [-2.63412, 2.77428, 3.41550], [-2.71889, 2.39322, 0.95686], [-4.07260, 2.78854, 0.78851], [-4.53176, 2.99325, -0.47287], [-6.33602, 3.52469, -0.75771], [-3.68326, 2.84050, -1.58526], [-2.41555, 2.36977, -1.33432], [-1.93961, 2.07005, -0.11916], [0.07761, 2.30609, 5.39443], [0.97519, 1.61789, 3.21038], [-3.67062, 3.07240, 3.44550], [-4.71707, 2.93315, 1.64182], [-4.00898, 3.05899, -2.58986], [-1.72417, 2.24272, -2.15565], [-1.92975, -0.61981, 2.12536], [-0.44670, -1.77511, 1.47979], [-0.36158, -2.72564, 2.57355], [0.54814, -0.49657, 1.72239], [1.88311, -0.91535, 1.97854], [2.72760, -0.31548, 2.90621], [4.05190, -0.73523, 3.00124], [4.53369, -1.76187, 2.20367], [3.69222, -2.43602, 1.30581], [4.07932, -3.51204, 0.46485], [3.10354, -4.09566, -0.34923], [1.80587, -3.62968, -0.34082], [1.41515, -2.57304, 0.41104], [2.34509, -1.99995, 1.21353], [-2.86616, -1.22245, 2.84208], [-3.15990, -0.77364, 4.13964], [-4.16790, -1.36108, 4.88385], [-4.89929, -2.42603, 4.37521], [-4.59776, -2.89959, 3.10457], [-3.60092, -2.31218, 2.34529], [2.36831, 0.46569, 3.55838], [4.71283, -0.24783, 3.70877], [5.57271, -2.06588, 2.27789], [5.10161, -3.86746, 0.46983], [3.35357, -4.92714, -0.99929], [1.05061, -4.09362, -0.95770], [-2.57187, 0.04166, 4.53831], [-4.37579, -0.98881, 5.88109], [-5.68452, -2.88662, 4.96245], [-5.14773, -3.74082, 2.69813], [-3.36550, -2.68886, 1.36040], [-2.07726, -1.75424, -3.59933], [-1.82085, -1.59876, -1.63092], [-3.52853, -0.85310, -1.01636], [-1.67776, -3.49187, -1.11683], [-0.51994, -0.15799, -1.36111], [-3.07876, -2.15466, -3.76919], [-1.37837, -2.44159, -4.07744], [-2.01723, -0.78588, -4.09913], [-4.31707, -1.60427, -1.09032], [-3.79687, -0.01220, -1.65933], [-3.46360, -0.50236, 0.00829], [-2.70217, -3.87339, -1.15181], [-1.26987, -3.69648, -0.13563], [-1.09598, -4.03199, -1.86392], [-1.03435, 0.56665, -1.99550]],
  "multiplicity": 3,
  "orbital_gap_ha": [0.12491, 0.21637],
  "e_lumo_ha": [0.1347, 0.1345],
  "charge": -2
}

---

One value per record, in order, for energy: -131300.5972; -53764.9658; -301008.8841 eV.